Record 1
Here is 7 unconnected molecules or ions with the total composition C48H79NO16S6 from the OMol25 dataset. Energies are from ωB97M-V with the def2-TZVPD basis set.

```
! RIJCOSX wB97M-V def2-TZVPD def2/J DEFGRID3
* xyz 0 1
C 5.625 -5.877 2.355
C 4.798 -7.112 1.958
C 3.374 -6.744 1.435
C 3.059 -7.432 0.104
C 2.354 -7.041 2.495
C 1.591 -6.112 3.088
C 1.622 -4.653 2.733
C 1.099 -4.434 1.274
C -0.044 -3.419 1.162
O 0.382 -2.318 0.356
C -0.625 -1.621 -0.234
C -0.423 -0.135 -0.210
O -1.570 -2.141 -0.750
C 0.641 -6.495 4.173
O 0.057 -5.613 4.766
C 0.395 -7.924 4.501
C -0.677 -8.314 5.501
N -1.855 -7.445 5.602
C 1.142 -8.858 3.893
C 1.000 -10.333 4.090
C 1.610 -10.874 5.371
C 2.073 -10.084 6.419
C 2.583 -10.690 7.569
C 2.635 -12.075 7.703
C 2.200 -12.887 6.649
C 2.230 -14.385 6.723
C 1.694 -12.268 5.504
C 2.190 -8.457 2.912
O 2.898 -9.313 2.427
H 6.406 -5.664 1.630
H 5.016 -4.997 2.546
H 6.151 -6.086 3.287
H 5.299 -7.665 1.166
H 4.724 -7.768 2.816
H 3.416 -5.677 1.242
H 3.690 -6.982 -0.663
H 3.317 -8.486 0.126
H 2.024 -7.294 -0.200
H 0.947 -4.109 3.382
H 2.630 -4.259 2.814
H 1.930 -4.089 0.662
H 0.780 -5.376 0.838
H -0.902 -3.915 0.715
H -0.366 -3.079 2.148
H 0.646 0.063 -0.210
H -0.896 0.269 0.680
H -0.830 0.288 -1.118
H -0.192 -8.302 6.479
H -1.004 -9.338 5.342
H -1.688 -6.765 6.326
H -2.030 -6.967 4.732
H -0.066 -10.567 4.107
H 1.438 -10.880 3.263
H 2.042 -9.006 6.342
H 2.940 -10.095 8.398
H 3.007 -12.552 8.599
H 1.963 -14.829 5.768
H 1.511 -14.754 7.456
H 3.209 -14.764 7.013
H 1.350 -12.888 4.684
O 0.501 1.999 -2.415
S 0.240 2.948 -3.471
O 1.290 3.346 -4.382
C -1.184 2.394 -4.400
C -2.371 3.022 -3.681
C -1.954 4.462 -3.359
C -0.538 4.405 -2.766
H -1.203 1.306 -4.413
H -1.089 2.781 -5.414
H -3.262 2.985 -4.288
H -2.573 2.483 -2.751
H -1.946 5.051 -4.276
H -2.648 4.940 -2.671
H 0.054 5.278 -3.028
H -0.555 4.279 -1.685
O 0.206 4.321 4.008
S -0.032 2.954 3.616
O -0.597 2.654 2.327
C 1.471 2.013 3.855
C 1.377 1.509 5.292
C -0.073 1.041 5.477
C -0.984 2.133 4.902
H 2.331 2.652 3.671
H 1.458 1.188 3.143
H 2.088 0.706 5.479
H 1.595 2.322 5.987
H -0.227 0.108 4.932
H -0.305 0.850 6.523
H -1.890 1.727 4.460
H -1.241 2.881 5.650
O -3.683 4.239 -5.949
S -3.822 5.140 -7.070
O -3.191 6.433 -7.064
C -3.378 4.262 -8.565
C -4.685 3.628 -9.031
C -5.762 4.705 -8.848
C -5.569 5.315 -7.454
H -2.596 3.539 -8.342
H -3.015 4.998 -9.281
H -4.617 3.293 -10.065
H -4.920 2.760 -8.410
H -5.638 5.478 -9.609
H -6.765 4.295 -8.959
H -5.829 6.370 -7.423
H -6.130 4.774 -6.694
O -1.854 9.676 1.276
S -1.000 9.883 2.422
O -1.059 11.098 3.193
C -1.162 8.471 3.507
C -0.119 7.484 2.995
C 1.138 8.315 2.703
C 0.695 9.559 1.922
H -2.179 8.091 3.456
H -0.937 8.805 4.520
H 0.077 6.695 3.718
H -0.476 7.014 2.075
H 1.602 8.615 3.645
H 1.877 7.746 2.142
H 1.301 10.433 2.147
H 0.692 9.377 0.849
O -6.303 6.786 -1.142
S -5.189 7.458 -1.764
O -4.160 6.715 -2.450
C -5.826 8.732 -2.850
C -5.945 9.963 -1.955
C -4.665 9.991 -1.108
C -4.441 8.574 -0.571
H -6.773 8.406 -3.273
H -5.093 8.886 -3.641
H -6.062 10.872 -2.543
H -6.817 9.867 -1.305
H -3.820 10.285 -1.734
H -4.732 10.709 -0.294
H -3.385 8.335 -0.477
H -4.941 8.421 0.384
O 4.494 0.677 -9.478
S 4.658 0.580 -8.049
O 5.254 -0.584 -7.444
C 5.500 2.050 -7.470
C 4.375 3.039 -7.180
C 3.279 2.235 -6.468
C 3.083 0.935 -7.260
H 6.197 2.390 -8.233
H 6.039 1.784 -6.561
H 4.724 3.872 -6.572
H 3.987 3.444 -8.117
H 3.598 2.003 -5.451
H 2.352 2.793 -6.393
H 2.816 0.098 -6.619
H 2.340 1.049 -8.047
*
```

As for the SMILES: CC[C@@H](C)C1=C(CCCOC(C)=O)C(=O)C(CN)=C(Cc2cccc(C)c2)C1=O.O=S1(=O)CCCC1.O=S1(=O)CCCC1.O=S1(=O)CCCC1.O=S1(=O)CCCC1.O=S1(=O)CCCC1.O=S1(=O)CCCC1. As for the orbital gap: 7.81 eV. The value obtained for the HOMO energy is -9.0 eV. The LUMO energy comes out at -1.20 eV.

---

Record 2
Here is a molecular structure, C16H45FHfN3O7 from the OMol25 dataset. Energies are from ωB97M-V with the def2-TZVPD basis set.

```
! RIJCOSX wB97M-V def2-TZVPD def2/J DEFGRID3
* xyz 3 1
Hf 1.508 -2.119 -0.045
F 1.040 0.062 0.089
C -2.430 3.307 -1.235
C -2.642 1.951 -1.950
C -2.695 1.915 -3.468
O -1.394 1.906 -4.026
C -1.310 1.579 -5.398
N -1.664 0.976 -1.414
H -3.372 3.848 -1.161
H -1.601 3.915 -1.610
H -2.064 3.200 -0.208
H -3.645 1.626 -1.656
H -3.215 2.786 -3.879
H -3.287 1.063 -3.823
H -0.258 1.501 -5.677
H -1.842 2.277 -6.041
H -1.620 0.531 -5.501
H -0.815 1.544 -1.440
H -1.861 1.051 -0.416
C 0.648 -0.066 3.662
C 0.495 -1.552 3.435
C -0.629 -2.152 4.263
O -0.755 -3.511 3.846
C -1.778 -4.194 4.548
N 0.149 -1.818 1.981
H -0.359 0.351 3.640
H 1.215 0.427 2.868
H 1.237 0.159 4.549
H 1.406 -2.100 3.689
H -1.591 -1.672 4.050
H -0.417 -2.097 5.332
H -2.745 -3.712 4.355
H -1.678 -4.000 5.621
H -1.941 -5.261 4.428
H -0.635 -1.186 1.804
H -0.305 -2.729 2.188
C -2.334 -2.708 -2.725
C -0.818 -2.643 -2.331
C -0.062 -1.554 -3.029
O 1.106 -1.143 -2.239
C 1.647 0.025 -2.921
N -0.803 -2.367 -0.852
H -2.618 -2.611 -3.771
H -2.793 -1.894 -2.157
H -2.793 -3.628 -2.362
H -0.430 -3.665 -2.365
H -0.721 -0.695 -3.168
H 0.176 -1.942 -4.022
H 0.862 0.745 -3.159
H 2.112 -0.350 -3.833
H 2.391 0.534 -2.313
H -1.573 -2.927 -0.469
H -1.314 -1.470 -0.763
C 1.176 3.852 3.268
C -0.087 3.861 2.377
O -0.494 2.537 2.037
O 2.286 3.470 2.486
H 1.021 3.174 4.102
H 1.173 4.896 3.596
H 0.156 4.303 1.402
H -0.934 4.417 2.776
H 0.206 2.157 1.500
H 2.497 4.069 1.766
C 4.603 -0.757 -0.454
C 4.081 -0.098 0.778
O 3.215 -0.993 1.449
O 3.498 -1.389 -1.169
H 5.290 -1.507 -0.042
H 5.303 -0.201 -1.077
H 3.635 0.875 0.548
H 4.911 0.192 1.427
H 3.446 -0.938 2.387
H 3.833 -1.428 -2.079
*
```

As for the orbital gap: 4.09 eV. The value obtained for the HOMO energy is -16.4 eV. For the energy above the lowest of the compared OMol25 structures with the same formula, charge and spin, the calculation gives 0.0 kJ/mol. The LUMO energy comes out at -12.27 eV.

---

Record 3
Here is a molecular structure, C35H101N13O12 from the OMol25 dataset. Energies are from ωB97M-V with the def2-TZVPD basis set.

```
! RIJCOSX wB97M-V def2-TZVPD def2/J DEFGRID3
* xyz 0 1
C 0.905 -2.542 -2.288
C 1.799 -1.342 -2.384
O 1.049 -0.190 -2.537
H 0.143 -2.444 -3.060
H 0.285 -2.523 -1.392
H 1.402 -3.512 -2.269
H 2.521 -1.375 -3.200
H 2.236 -1.264 -1.389
H 1.606 0.588 -2.464
C 3.637 5.423 0.949
C 3.047 4.179 0.417
O 2.362 4.582 -0.787
H 4.151 5.355 1.908
H 2.720 6.012 0.947
H 4.351 5.878 0.263
H 2.378 3.510 0.959
H 3.883 3.555 0.098
H 2.981 5.108 -1.298
C -2.146 2.967 -1.237
O -3.266 2.889 -1.762
N -1.379 1.973 -1.250
N -1.654 4.011 -0.556
H -0.599 2.018 -0.611
H -1.643 1.124 -1.731
H -2.193 4.860 -0.651
H -0.735 3.970 -0.138
C -2.979 0.833 -3.356
O -2.404 0.463 -2.335
N -3.188 0.074 -4.403
N -3.452 2.019 -3.479
H -2.802 -0.859 -4.395
H -3.791 0.326 -5.173
H -3.254 2.681 -2.742
H -4.120 2.300 -4.182
C -4.278 0.216 2.332
O -4.696 0.621 3.425
N -4.713 -0.806 1.627
N -3.184 0.728 1.868
H -4.292 -1.032 0.738
H -5.525 -1.291 1.981
H -2.678 0.483 1.029
H -2.805 1.441 2.473
C 1.746 -2.839 2.617
C 1.359 -1.518 3.414
C 0.420 -0.520 2.744
O 0.048 0.492 3.546
C 0.677 1.728 3.259
N 0.556 -2.049 4.522
H 2.357 -2.472 1.792
H 0.940 -3.540 2.402
H 2.413 -3.461 3.214
H 2.329 -1.225 3.817
H -0.477 -1.084 2.490
H 0.718 -0.140 1.766
H 0.670 2.264 4.209
H 0.185 2.195 2.406
H 1.759 1.817 3.159
H -0.201 -2.646 4.221
H 0.022 -1.257 4.851
C 4.156 -3.293 -0.933
C 3.926 -3.275 0.591
C 2.681 -4.131 0.825
O 1.628 -3.274 0.263
C 0.325 -3.788 0.603
N 5.115 -3.875 1.262
H 3.422 -2.711 -1.489
H 4.234 -4.236 -1.475
H 4.945 -2.582 -1.176
H 3.755 -2.252 0.926
H 2.591 -4.373 1.884
H 2.762 -5.004 0.177
H 0.438 -4.410 1.491
H -0.045 -4.317 -0.275
H -0.207 -2.894 0.927
H 5.859 -3.764 0.588
H 4.902 -4.841 1.462
C -3.910 -2.538 7.135
C -3.363 -3.012 5.834
C -3.288 -1.914 4.728
O -2.578 -2.517 3.626
C -3.013 -1.840 2.472
N -1.977 -3.202 6.254
H -4.999 -2.478 7.124
H -3.612 -1.502 7.294
H -3.527 -3.129 7.966
H -3.620 -4.043 5.590
H -2.811 -0.996 5.071
H -4.350 -1.688 4.632
H -4.058 -1.953 2.183
H -2.340 -2.246 1.717
H -2.837 -0.771 2.595
H -1.318 -3.454 5.531
H -1.807 -3.941 6.922
C 0.011 -6.667 -3.758
C -0.057 -5.221 -4.216
C -0.986 -4.394 -3.369
O -0.454 -4.340 -2.010
C -1.292 -3.777 -1.022
N 1.269 -4.671 -4.355
H -0.965 -7.073 -3.492
H 0.494 -6.621 -2.781
H 0.571 -7.314 -4.432
H -0.584 -5.199 -5.170
H -2.016 -4.745 -3.422
H -1.003 -3.374 -3.752
H -1.186 -4.378 -0.118
H -2.343 -3.806 -1.309
H -0.877 -2.827 -0.685
H 1.125 -3.672 -4.378
H 1.575 -4.811 -3.402
C 3.114 0.888 -3.861
C 2.620 2.341 -3.643
C 1.079 2.659 -3.294
O 0.401 1.881 -4.228
C -0.977 1.725 -3.977
N 3.340 2.879 -2.483
H 2.610 0.663 -4.801
H 2.676 0.220 -3.120
H 4.203 0.880 -3.902
H 2.829 2.966 -4.511
H 0.814 3.676 -3.582
H 0.769 2.387 -2.285
H -1.235 1.034 -4.780
H -1.671 2.537 -4.191
H -1.278 1.278 -3.030
H 4.286 2.978 -2.822
H 2.995 3.727 -2.057
C -1.653 -1.984 0.439
C -1.258 -0.477 0.623
C 0.016 0.039 0.025
O 0.139 1.462 0.273
C 1.366 2.113 -0.081
N -2.326 0.260 0.043
H -1.056 -2.645 1.067
H -1.845 -2.473 -0.516
H -2.612 -2.091 0.946
H -1.197 -0.234 1.684
H -0.047 -0.206 -1.035
H 0.947 -0.423 0.354
H 2.249 1.526 0.173
H 1.404 3.105 0.369
H 1.394 2.168 -1.169
H -2.567 -0.070 -0.881
H -1.777 1.098 -0.085
C 0.430 4.863 1.999
C 0.085 5.246 0.622
C 0.742 6.539 0.093
O -0.188 7.189 -0.781
C 0.088 8.515 -1.184
N 0.349 4.094 -0.246
H -0.147 3.965 2.221
H 0.310 5.664 2.728
H 1.458 4.500 1.971
H -1.002 5.324 0.631
H 1.659 6.335 -0.461
H 0.956 7.128 0.985
H -0.280 9.157 -0.383
H -0.375 8.783 -2.134
H 1.165 8.623 -1.308
H 1.357 4.081 -0.318
H 0.074 4.493 -1.131
*
```

As for the orbital gap: 6.78 eV. The value obtained for the HOMO energy is -7.0 eV. The LUMO energy comes out at -0.18 eV.